(1)
This record from the OMol25 dataset describes a structure of composition C58H51BiCl5N3O5S4. The level of theory is ωB97M-V/def2-TZVPD.

As for the total energy: -187476.5927 eV. The calculation puts the energy relative to the best compared isomer or geometry (same formula, charge and spin) at 0.296 eV. Its gap between HOMO and LUMO is 6.4 eV. As for the highest occupied orbital energy: -0.27546 Ha. For the largest force on an atom, the calculation gives 1.1 eV/A.

```
127
C58H51BiCl5N3O5S4 (ωB97M-V/def2-TZVPD)
Bi 0.098 0.462 0.667
C -0.090 1.386 4.212
C 1.228 2.012 3.783
C 1.413 3.377 4.434
O 1.340 2.157 2.354
C 2.697 1.798 2.053
C 2.907 0.613 3.013
O 2.296 1.164 4.177
C 2.305 -0.784 2.648
O 0.983 -0.696 2.183
C 3.221 -1.550 1.682
C 4.570 -1.743 1.966
C 5.382 -2.456 1.099
C 4.861 -2.994 -0.067
C 3.513 -2.841 -0.339
C 2.702 -2.138 0.537
C 2.246 -1.656 3.920
C 1.340 -2.714 3.929
C 1.218 -3.538 5.035
C 2.003 -3.319 6.157
C 2.916 -2.279 6.152
C 3.039 -1.451 5.044
C 2.929 1.715 0.538
O 2.016 0.864 -0.077
C 4.347 1.242 0.196
C 4.548 0.672 -1.058
C 5.811 0.276 -1.465
C 6.903 0.450 -0.626
C 6.714 1.021 0.621
C 5.448 1.415 1.028
C 2.775 3.151 -0.007
C 1.634 3.525 -0.704
C 1.488 4.817 -1.188
C 2.488 5.754 -0.986
C 3.626 5.395 -0.278
C 3.767 4.105 0.206
H -0.924 2.058 4.029
H -0.011 1.181 5.279
H -0.240 0.441 3.694
H 0.596 4.034 4.139
H 2.357 3.822 4.119
H 1.422 3.261 5.517
H 3.340 2.607 2.424
H 3.965 0.487 3.232
H 5.003 -1.352 2.879
H 6.430 -2.589 1.333
H 5.502 -3.537 -0.749
H 3.080 -3.259 -1.239
H 1.648 -2.050 0.328
H 0.720 -2.867 3.056
H 0.497 -4.346 5.026
H 1.906 -3.958 7.026
H 3.531 -2.095 7.024
H 3.744 -0.633 5.084
H 3.693 0.531 -1.705
H 5.939 -0.173 -2.441
H 7.891 0.143 -0.944
H 7.558 1.154 1.287
H 5.339 1.856 2.011
H 0.858 2.791 -0.890
H 0.591 5.087 -1.731
H 2.383 6.758 -1.377
H 4.412 6.120 -0.109
H 4.670 3.836 0.738
Cl -2.475 7.661 -1.047
C -2.230 5.957 -0.999
C -2.200 5.282 0.219
Cl -2.362 6.168 1.684
C -2.043 3.906 0.257
Cl -2.014 3.116 1.786
C -1.886 3.107 -0.912
O -1.765 1.819 -0.891
C -1.872 3.851 -2.118
Cl -1.583 2.979 -3.579
C -2.052 5.227 -2.167
Cl -2.052 6.042 -3.684
S -3.352 -0.331 1.583
C -3.663 -1.504 0.471
N -4.872 -1.651 -0.113
C -5.071 -2.717 -1.074
C -4.416 -3.965 -0.513
N -2.999 -3.708 -0.314
C -2.044 -4.782 -0.575
C -1.189 -4.537 -1.800
C 0.181 -4.752 -1.756
C 0.963 -4.500 -2.873
C 0.384 -4.024 -4.038
C -0.988 -3.837 -4.095
C -1.771 -4.100 -2.984
C -2.599 -2.513 0.151
S -0.973 -2.246 0.445
C -6.014 -0.781 0.185
C -6.434 0.071 -0.990
C -5.731 1.236 -1.282
C -6.056 1.988 -2.401
C -7.088 1.586 -3.238
C -7.802 0.434 -2.943
C -7.479 -0.317 -1.822
H -4.637 -2.451 -2.045
H -6.138 -2.882 -1.215
H -4.538 -4.802 -1.198
H -4.886 -4.217 0.445
H -2.617 -5.701 -0.702
H -1.397 -4.884 0.300
H 0.639 -5.106 -0.841
H 2.031 -4.670 -2.825
H 0.996 -3.796 -4.901
H -1.449 -3.481 -5.006
H -2.846 -3.967 -3.040
H -5.720 -0.143 1.014
H -6.842 -1.424 0.497
H -4.923 1.548 -0.630
H -5.491 2.883 -2.626
H -7.342 2.176 -4.108
H -8.607 0.114 -3.591
H -8.054 -1.207 -1.592
S 0.728 -0.540 -1.878
C -0.433 -0.559 -3.075
N -1.743 -0.373 -2.931
C -2.511 -0.633 -4.142
C -1.616 -0.296 -5.320
S 0.020 -0.862 -4.743
H -2.018 0.388 -2.263
H -3.436 -0.066 -4.140
H -2.746 -1.705 -4.165
H -1.562 0.777 -5.490
H -1.897 -0.807 -6.238
```

---

(2)
This record from the OMol25 dataset describes a cluster of 2 separate species, C21H46ClIN2O3PS3 in total. The level of theory is ωB97M-V/def2-TZVPD.

As for the total energy: -94047.3901 eV. Its gap between HOMO and LUMO is 5.0 eV. As for the total charge: +1. As for the highest occupied orbital energy: -0.34499 Ha. For the largest force on an atom, the calculation gives 7.2 eV/A.

```
78
C21H46ClIN2O3PS3 (ωB97M-V/def2-TZVPD)
C -2.219 6.191 3.924
C -2.536 6.343 2.299
O -1.242 6.265 1.556
C -1.549 6.522 0.115
P -0.332 5.599 -1.071
I 0.270 7.227 -2.856
C -1.257 4.117 -1.856
C -0.801 3.912 -3.449
C -1.361 2.514 -4.099
C -2.823 2.025 -3.537
S -2.719 0.803 -2.107
O -1.270 0.308 -1.805
O -3.304 1.543 -0.850
Cl -3.997 -0.856 -2.471
C 1.276 5.145 -0.146
C 2.097 3.866 -0.771
C 2.386 2.739 0.430
S 0.934 1.497 0.471
C 1.318 0.117 1.674
S 2.986 -0.074 2.105
N 0.336 -0.823 2.333
C -1.106 -0.497 2.023
C -1.720 0.631 3.094
C 0.523 -2.265 1.916
C 0.287 -3.170 3.303
H -3.107 6.737 4.489
H -2.220 5.031 4.192
H -1.217 6.703 4.249
H -2.988 7.413 2.080
H -3.252 5.464 1.940
H -1.430 7.697 -0.040
H -2.683 6.243 -0.121
H -2.407 4.417 -1.910
H -1.081 3.149 -1.209
H 0.378 3.997 -3.474
H -1.210 4.793 -4.130
H -1.475 2.691 -5.262
H -0.576 1.621 -3.995
H -3.393 1.456 -4.417
H -3.474 2.987 -3.270
H 0.984 5.011 0.999
H 1.985 6.083 -0.191
H 3.119 4.229 -1.270
H 1.399 3.314 -1.550
H 3.396 2.214 0.140
H 2.492 3.346 1.425
H -1.727 -1.489 2.258
H -1.333 -0.239 0.905
H -2.737 0.188 3.537
H -0.974 0.662 4.014
H -1.904 1.673 2.595
H 1.584 -2.530 1.499
H -0.251 -2.563 1.064
H -0.716 -2.736 3.784
H 1.138 -2.976 4.094
H 0.108 -4.305 3.082
C 0.294 -4.569 -1.643
C 1.663 -5.228 -1.503
N 1.922 -5.783 -0.172
C 3.326 -6.147 0.044
C 3.903 -7.269 -0.813
C 0.942 -6.747 0.331
C 0.687 -7.998 -0.503
H 0.143 -3.799 -0.880
H 0.211 -4.089 -2.624
H -0.520 -5.298 -1.569
H 2.408 -4.449 -1.710
H 1.775 -5.985 -2.286
H 3.479 -6.397 1.101
H 3.937 -5.249 -0.120
H 3.543 -8.250 -0.489
H 4.993 -7.283 -0.716
H 3.673 -7.146 -1.875
H -0.016 -6.228 0.463
H 1.218 -7.053 1.349
H 0.579 -7.779 -1.568
H -0.243 -8.475 -0.174
H 1.482 -8.735 -0.377
```